{
  "formula": "C26H42F6O16Pb",
  "method": "wB97M-V/def2-TZVPD",
  "homo_lumo_gap_ev": 7.863,
  "total_charge": 0,
  "elements": ["Pb", "C", "O", "O", "C", "F", "F", "F", "C", "C", "H", "H", "H", "H", "H", "H", "C", "O", "O", "C", "F", "F", "F", "C", "C", "H", "H", "H", "H", "H", "H", "C", "O", "C", "O", "O", "C", "H", "H", "H", "H", "H", "H", "C", "O", "C", "O", "O", "C", "H", "H", "H", "H", "H", "H", "O", "C", "O", "C", "C", "C", "H", "H", "H", "H", "H", "H", "O", "C", "O", "C", "C", "C", "H", "H", "H", "H", "H", "H", "O", "C", "O", "C", "C", "C", "H", "H", "H", "H", "H", "H"],
  "coordinates": [[0.14, 0.12, -0.48], [-2.99, -2.45, -1.00], [-3.10, -3.41, 0.10], [-1.77, -1.73, -0.92], [-3.14, -3.44, -2.16], [-2.17, -4.34, -2.24], [-4.31, -4.04, -2.17], [-3.10, -2.68, -3.29], [-3.48, -2.88, 1.38], [-3.65, -4.04, 2.31], [-4.10, -3.93, 3.29], [-4.13, -4.88, 1.82], [-2.68, -4.53, 2.37], [-4.43, -2.35, 1.31], [-2.79, -2.22, 1.90], [-3.91, -1.89, -0.87], [1.54, 2.99, 0.90], [1.61, 1.70, 1.62], [0.92, 2.62, -0.26], [1.08, 4.23, 1.79], [1.39, 5.39, 1.32], [-0.26, 4.16, 2.07], [1.77, 4.12, 2.93], [2.86, 1.39, 2.25], [3.03, -0.10, 2.23], [3.92, -0.42, 2.77], [2.25, -0.64, 2.76], [3.03, -0.56, 1.24], [2.75, 1.75, 3.28], [3.74, 1.88, 1.83], [2.60, 3.13, 0.66], [-3.38, 1.16, -3.81], [-3.38, 2.33, -2.93], [-2.91, 2.29, -1.75], [-2.32, 1.34, -1.22], [-3.29, 3.44, -1.15], [-2.89, 3.59, 0.20], [-4.27, 0.87, -4.36], [-2.78, 0.36, -3.36], [-2.78, 1.45, -4.68], [-2.00, 3.02, 0.45], [-3.72, 3.36, 0.87], [-2.55, 4.63, 0.32], [1.97, -1.90, -4.07], [1.77, -0.45, -4.43], [0.89, 0.29, -3.88], [0.12, -0.09, -2.96], [0.97, 1.55, -4.42], [0.45, 2.74, -3.83], [2.47, -2.05, -3.12], [2.62, -2.50, -4.72], [1.10, -2.56, -4.09], [0.16, 3.47, -4.57], [1.13, 3.20, -3.12], [-0.50, 2.52, -3.34], [-0.84, 0.44, 1.91], [-1.42, 0.96, 2.87], [-2.68, 1.19, 2.89], [-3.07, 2.00, 4.03], [-1.87, 1.74, 5.00], [-0.73, 1.44, 4.13], [-3.93, 1.51, 4.49], [-3.25, 3.05, 3.81], [-2.13, 1.00, 5.75], [-1.46, 2.53, 5.64], [0.00, 0.72, 4.51], [-0.22, 2.38, 3.90], [2.88, -0.12, -1.38], [3.71, 0.81, -1.42], [4.49, 1.09, -0.45], [5.32, 2.29, -0.60], [4.78, 2.84, -1.94], [4.10, 1.67, -2.58], [6.36, 1.98, -0.73], [5.29, 3.01, 0.21], [5.42, 3.36, -2.65], [3.99, 3.57, -1.79], [4.78, 1.04, -3.16], [3.21, 1.88, -3.17], [1.15, -2.20, 0.41], [1.03, -3.39, 0.55], [1.67, -4.34, -0.11], [1.26, -5.70, 0.11], [0.43, -5.52, 1.35], [-0.02, -4.12, 1.35], [2.18, -6.28, 0.23], [0.68, -6.18, -0.68], [0.87, -5.88, 2.28], [-0.42, -6.20, 1.31], [-0.11, -3.67, 2.34], [-0.97, -3.93, 0.85]],
  "lowdin_charge": [1.73, -0.38, -0.14, -0.31, -0.61, 0.16, 0.16, 0.10, -0.27, -0.09, 0.08, 0.08, 0.05, 0.12, 0.11, 0.14, -0.40, -0.19, -0.31, -0.57, 0.20, 0.11, 0.13, -0.26, -0.07, 0.08, 0.07, 0.05, 0.11, 0.10, 0.12, 0.02, 0.04, -0.60, 0.02, 0.01, -0.05, 0.10, 0.09, 0.08, 0.07, 0.10, 0.10, 0.04, 0.05, -0.56, -0.07, -0.02, -0.03, 0.09, 0.09, 0.10, 0.10, 0.09, 0.08, -0.04, -0.47, 0.07, -0.07, -0.16, -0.09, 0.12, 0.13, 0.12, 0.12, 0.14, 0.12, 0.01, -0.48, 0.05, -0.07, -0.14, -0.08, 0.13, 0.12, 0.12, 0.12, 0.15, 0.12, -0.01, -0.46, 0.05, -0.11, -0.18, -0.08, 0.13, 0.13, 0.12, 0.12, 0.14, 0.11]
}


{
  "formula": "C26H43AlBeCl3FN2O11S2",
  "method": "wB97M-V/def2-TZVPD",
  "homo_lumo_gap_ev": 0.967,
  "total_charge": 0,
  "elements": ["C", "C", "C", "C", "O", "C", "C", "C", "C", "C", "S", "C", "S", "N", "C", "C", "C", "C", "N", "H", "H", "H", "H", "H", "H", "H", "H", "H", "H", "H", "H", "H", "H", "H", "H", "H", "H", "H", "H", "H", "H", "H", "H", "H", "H", "H", "Cl", "Al", "Cl", "O", "Cl", "O", "O", "O", "F", "C", "O", "H", "H", "H", "Be", "C", "C", "O", "C", "O", "O", "H", "H", "H", "H", "C", "C", "C", "C", "C", "C", "H", "H", "H", "H", "H", "H", "C", "C", "O", "O", "H", "H", "H"],
  "coordinates": [[-5.55, 0.41, -2.46], [-4.21, 0.19, -2.01], [-2.92, 0.71, -2.68], [-2.90, 0.48, -4.19], [-1.61, 0.38, -4.72], [-0.63, 1.12, -4.07], [-0.46, 0.68, -2.60], [-0.13, 1.85, -1.66], [-0.33, 1.49, -0.18], [-1.63, 2.05, 0.47], [-2.79, 0.76, 1.00], [-2.32, 0.06, 2.59], [-3.56, -0.58, 3.41], [-1.01, 0.00, 3.11], [-0.48, 1.33, 3.46], [-1.49, 2.34, 3.96], [-0.04, -0.79, 2.33], [-0.63, -1.96, 1.56], [-1.71, -0.06, -2.21], [-5.97, 1.38, -2.72], [-6.21, -0.45, -2.51], [-4.09, -0.36, -1.07], [-2.85, 1.78, -2.49], [-3.37, -0.51, -4.26], [-3.49, 1.20, -4.76], [0.31, 0.89, -4.55], [-0.78, 2.21, -4.16], [0.38, -0.01, -2.57], [0.94, 2.05, -1.79], [-0.62, 2.77, -1.97], [0.49, 1.88, 0.42], [-0.34, 0.41, -0.05], [-2.17, 2.59, -0.31], [-1.41, 2.79, 1.24], [0.16, 1.72, 2.67], [0.23, 1.14, 4.34], [-0.95, 3.11, 4.51], [-2.05, 2.83, 3.17], [-2.22, 1.90, 4.64], [0.60, -0.16, 1.70], [0.64, -1.24, 3.06], [-1.11, -2.67, 2.23], [-1.28, -1.67, 0.73], [0.21, -2.49, 1.11], [-1.73, -0.32, -1.22], [-1.71, -0.98, -2.78], [-4.42, -1.94, -2.96], [-3.04, -4.20, -3.30], [-4.80, 2.47, -1.27], [1.35, 6.41, 4.89], [-0.09, 6.39, 4.94], [-0.63, 7.07, 3.80], [-0.55, 7.01, 6.16], [-0.53, 5.00, 4.92], [-1.28, -1.81, -3.49], [-1.59, -5.53, -6.91], [-1.90, -5.39, -5.67], [-2.39, -5.84, -7.59], [-1.13, -4.64, -7.41], [-0.77, -6.34, -7.13], [0.59, 0.87, 5.96], [4.97, 6.66, 2.93], [4.35, 5.59, 3.80], [5.50, 5.00, 4.43], [6.49, 5.92, 4.42], [7.52, 5.81, 5.01], [6.16, 6.99, 3.66], [4.34, 7.53, 2.82], [5.25, 6.29, 1.94], [3.69, 6.00, 4.57], [3.80, 4.84, 3.23], [4.40, -1.84, 2.22], [3.79, -0.76, 2.86], [3.76, -0.71, 4.25], [4.34, -1.73, 5.00], [4.95, -2.80, 4.36], [4.97, -2.86, 2.97], [4.42, -1.88, 1.14], [3.35, 0.03, 2.28], [3.28, 0.13, 4.75], [4.32, -1.68, 6.08], [5.40, -3.59, 4.94], [5.44, -3.69, 2.47], [-1.81, -10.20, -7.19], [-1.10, -9.09, -8.05], [-1.86, -8.13, -8.34], [0.06, -9.32, -8.32], [-2.85, -9.93, -6.99], [-1.78, -11.14, -7.73], [-1.28, -10.30, -6.25]],
  "lowdin_charge": [0.04, -0.35, -0.29, -0.19, -0.10, -0.14, -0.23, -0.13, -0.23, -0.41, 0.87, -1.12, 0.74, -0.19, -0.32, -0.10, -0.24, -0.09, 0.09, 0.02, 0.06, 0.06, 0.09, 0.04, 0.15, 0.14, 0.14, 0.16, 0.13, 0.12, 0.11, 0.07, 0.03, 0.08, 0.11, -0.12, 0.04, 0.07, 0.08, 0.09, 0.12, 0.09, 0.04, 0.08, 0.11, -0.07, 0.25, 0.83, 0.37, -0.39, 0.64, -0.38, -0.36, -0.42, -0.37, -0.26, -0.17, 0.08, 0.14, 0.18, 0.48, -0.12, -0.11, 0.06, -0.58, 0.15, 0.06, 0.13, 0.13, 0.11, 0.13, -0.10, -0.11, -0.11, -0.09, -0.09, -0.10, 0.10, 0.09, 0.06, 0.10, 0.10, 0.10, 0.04, -0.66, 0.10, 0.11, 0.07, 0.09, 0.09]
}


{
  "formula": "C26H43Cl2GdN2PS",
  "method": "wB97M-V/def2-TZVPD",
  "homo_lumo_gap_ev": [3.920, 4.125],
  "total_charge": -1,
  "s_squared": 16.049,
  "spin_multiplicity": 8,
  "elements": ["P", "C", "C", "C", "C", "C", "C", "C", "C", "C", "C", "C", "C", "C", "C", "C", "C", "C", "C", "H", "H", "H", "H", "H", "H", "H", "H", "H", "H", "H", "H", "H", "H", "H", "H", "H", "H", "H", "H", "H", "H", "H", "H", "H", "H", "H", "H", "H", "H", "H", "H", "H", "Gd", "Cl", "Cl", "C", "H", "C", "C", "C", "C", "C", "C", "H", "H", "H", "H", "H", "N", "C", "N", "S", "H", "H", "H", "H"],
  "coordinates": [[0.13, -1.01, -4.30], [1.69, -0.37, -5.16], [1.96, -0.75, -6.62], [3.37, -0.31, -7.03], [3.64, 1.17, -6.75], [3.25, 1.60, -5.33], [1.84, 1.15, -4.96], [-1.30, -0.12, -5.14], [-1.20, 0.06, -6.65], [-2.52, 0.61, -7.21], [-2.93, 1.92, -6.52], [-2.89, 1.84, -4.99], [-1.59, 1.23, -4.45], [-0.03, -2.69, -5.09], [1.16, -3.56, -4.67], [1.08, -4.97, -5.26], [-0.26, -5.66, -4.96], [-1.47, -4.78, -5.30], [-1.36, -3.36, -4.72], [2.46, -0.86, -4.53], [1.23, -0.26, -7.27], [1.85, -1.83, -6.78], [3.51, -0.52, -8.10], [4.10, -0.92, -6.49], [4.71, 1.38, -6.92], [3.09, 1.78, -7.47], [3.96, 1.17, -4.61], [3.32, 2.69, -5.24], [1.63, 1.41, -3.91], [1.11, 1.68, -5.59], [-2.16, -0.78, -4.93], [-3.30, -0.14, -7.07], [-0.96, -0.89, -7.16], [-0.40, 0.77, -6.88], [-2.41, 0.78, -8.29], [-3.94, 2.20, -6.84], [-2.26, 2.72, -6.85], [-3.02, 2.84, -4.56], [-3.74, 1.23, -4.64], [-1.67, 1.07, -3.36], [-0.75, 1.92, -4.62], [-0.01, -2.54, -6.19], [2.12, -3.10, -4.96], [1.17, -3.62, -3.57], [1.22, -4.92, -6.34], [1.90, -5.57, -4.86], [-0.30, -5.92, -3.90], [-0.32, -6.60, -5.52], [-2.39, -5.24, -4.93], [-1.56, -4.70, -6.39], [-2.21, -2.77, -5.08], [-1.44, -3.39, -3.62], [0.10, -0.20, -0.04], [-1.82, -1.26, -1.26], [2.18, 0.15, -1.40], [-0.60, 1.73, 0.98], [-1.13, 1.78, 1.94], [-0.54, 3.01, 0.39], [-1.22, 4.12, 1.01], [-1.30, 5.35, 0.38], [-0.70, 5.56, -0.88], [0.04, 4.52, -1.47], [0.15, 3.27, -0.86], [-1.69, 3.96, 1.99], [-1.84, 6.17, 0.85], [0.55, 4.69, -2.42], [0.76, 2.47, -1.30], [-0.79, 6.52, -1.38], [0.77, 0.59, 3.91], [0.24, -0.59, 3.53], [-0.70, -1.09, 4.35], [0.84, -1.50, 2.20], [0.37, 1.13, 4.67], [1.49, 1.03, 3.34], [-1.12, -1.99, 4.15], [-1.10, -0.54, 5.10]],
  "lowdin_spin": [0.00, 0.00, 0.00, 0.00, 0.00, 0.00, 0.00, 0.00, 0.00, 0.00, 0.00, 0.00, 0.00, 0.00, 0.00, 0.00, 0.00, 0.00, 0.00, 0.00, 0.00, 0.00, 0.00, 0.00, 0.00, 0.00, 0.00, 0.00, 0.00, 0.00, 0.00, 0.00, 0.00, 0.00, 0.00, 0.00, 0.00, 0.00, 0.00, 0.00, 0.00, 0.00, 0.00, 0.00, 0.00, 0.00, 0.00, 0.00, 0.00, 0.00, 0.00, 0.00, 7.30, -0.02, -0.02, -0.21, -0.02, -0.02, -0.01, 0.00, -0.01, 0.00, -0.01, 0.00, 0.00, 0.00, 0.00, 0.00, 0.00, 0.00, 0.00, 0.01, 0.00, 0.00, 0.00, 0.00]
}


{
  "formula": "C26H43F5NO13P",
  "method": "wB97M-V/def2-TZVPD",
  "homo_lumo_gap_ev": 7.700,
  "total_charge": 0,
  "smiles": "CCOCP(CCCC(F)(F)C(F)(F)F)CNC.C[C@@H]1COC(=O)O1.C[C@@H]1COC(=O)O1.C[C@@H]1COC(=O)O1.C[C@@H]1COC(=O)O1",
  "elements": ["C", "C", "O", "C", "P", "C", "C", "C", "C", "F", "F", "C", "F", "F", "F", "C", "N", "C", "H", "H", "H", "H", "H", "H", "H", "H", "H", "H", "H", "H", "H", "H", "H", "H", "H", "H", "H", "C", "C", "C", "O", "C", "O", "O", "H", "H", "H", "H", "H", "H", "C", "C", "C", "O", "C", "O", "O", "H", "H", "H", "H", "H", "H", "C", "C", "C", "O", "C", "O", "O", "H", "H", "H", "H", "H", "H", "C", "C", "C", "O", "C", "O", "O", "H", "H", "H", "H", "H", "H"],
  "coordinates": [[2.29, 1.31, -3.07], [3.78, 1.28, -2.77], [4.29, -0.04, -2.60], [3.60, -0.70, -1.57], [4.57, -2.04, -0.73], [3.53, -2.34, 0.78], [2.19, -3.02, 0.41], [0.95, -2.11, 0.50], [0.77, -1.37, 1.81], [1.40, -1.96, 2.81], [-0.54, -1.45, 2.13], [1.10, 0.15, 1.78], [0.95, 0.66, 0.60], [2.28, 0.40, 2.24], [0.26, 0.78, 2.58], [6.20, -1.39, -0.12], [6.41, 0.06, -0.20], [7.50, 0.49, -1.05], [1.69, 0.94, -2.25], [2.02, 2.35, -3.20], [2.06, 0.79, -3.99], [4.05, 1.92, -1.94], [4.29, 1.68, -3.64], [3.25, 0.00, -0.80], [2.71, -1.19, -1.98], [4.10, -3.05, 1.37], [3.42, -1.46, 1.40], [2.04, -3.92, 0.98], [2.26, -3.32, -0.63], [0.94, -1.46, -0.36], [0.08, -2.75, 0.41], [6.97, -1.94, -0.62], [6.27, -1.68, 0.93], [5.56, 0.57, -0.38], [8.35, 0.79, -0.43], [7.21, 1.34, -1.66], [7.87, -0.30, -1.70], [-0.41, 3.97, 1.17], [0.65, 4.71, 0.40], [0.20, 5.43, -0.84], [1.41, 5.47, -1.62], [2.13, 4.38, -1.26], [3.10, 3.97, -1.84], [1.61, 3.79, -0.16], [-1.15, 3.53, 0.51], [0.02, 3.16, 1.75], [-0.93, 4.65, 1.85], [1.20, 5.39, 1.07], [-0.16, 6.44, -0.65], [-0.56, 4.88, -1.40], [-2.23, -3.65, 3.27], [-2.18, -5.15, 3.27], [-1.32, -5.77, 4.35], [-0.96, -7.02, 3.76], [-0.96, -6.85, 2.41], [-0.53, -7.63, 1.62], [-1.52, -5.65, 2.09], [-1.28, -3.21, 3.56], [-2.47, -3.27, 2.27], [-2.99, -3.29, 3.97], [-3.19, -5.57, 3.28], [-1.85, -5.92, 5.28], [-0.40, -5.20, 4.53], [-4.61, 5.99, -2.39], [-4.57, 4.48, -2.24], [-5.60, 3.90, -1.30], [-4.97, 2.68, -0.89], [-3.63, 2.89, -0.95], [-2.81, 2.15, -0.51], [-3.35, 4.05, -1.60], [-4.88, 6.47, -1.46], [-3.63, 6.37, -2.69], [-5.34, 6.27, -3.15], [-4.61, 4.00, -3.22], [-6.55, 3.70, -1.78], [-5.77, 4.52, -0.42], [-2.66, -1.05, -0.08], [-3.55, -2.27, -0.18], [-4.31, -2.41, -1.47], [-5.44, -3.19, -1.06], [-5.66, -2.93, 0.26], [-6.62, -3.27, 0.86], [-4.63, -2.21, 0.78], [-3.11, -0.19, -0.57], [-2.50, -0.77, 0.96], [-1.69, -1.24, -0.54], [-2.97, -3.18, 0.04], [-3.75, -2.91, -2.25], [-4.68, -1.45, -1.84]],
  "lowdin_charge": [-0.07, -0.27, -0.20, -0.43, 1.01, -0.37, -0.22, -0.08, -0.47, 0.16, 0.09, -0.64, 0.20, 0.21, 0.17, -0.39, -0.16, -0.13, 0.06, 0.06, 0.08, 0.09, 0.12, 0.08, 0.08, 0.07, 0.07, 0.11, 0.09, 0.11, 0.12, 0.06, 0.07, 0.07, 0.06, 0.07, 0.07, 0.00, -0.32, -0.08, 0.07, -0.55, 0.15, 0.08, 0.06, 0.07, 0.09, 0.16, 0.14, 0.13, -0.01, -0.32, -0.09, 0.06, -0.56, 0.17, 0.07, 0.07, 0.06, 0.10, 0.16, 0.14, 0.14, -0.02, -0.32, -0.09, 0.07, -0.55, 0.15, 0.07, 0.09, 0.09, 0.09, 0.16, 0.14, 0.14, -0.01, -0.33, -0.09, 0.06, -0.56, 0.17, 0.08, 0.06, 0.09, 0.08, 0.15, 0.14, 0.14]
}